(1)
The ion C5H15N2 with charge +1 at a distorted geometry, computed with wB97M-V/def2-TZVPD.

Positions of all 22 atoms, in Å:
1 N 0.209470 -1.701462 0.527886
2 N 1.243263 0.467453 -0.984122
3 C -1.092466 -0.988104 0.696835
4 C -0.870909 0.503737 0.245946
5 C 1.111390 -1.763352 1.848921
6 C -0.293737 0.869800 -1.101327
7 C -0.536234 2.287080 -1.484078
8 H -0.247404 1.033556 0.921767
9 H -0.499102 0.205790 -1.957411
10 H 0.102758 3.014058 -0.718425
11 H 1.812014 0.523781 -1.795310
12 H -0.108964 -2.680787 0.245259
13 H 0.870807 -1.196669 -0.254884
14 H -1.422310 -1.126082 1.681099
15 H 1.100314 -0.841685 2.423216
16 H -1.986550 0.846243 0.315506
17 H 2.017835 -1.949914 1.236339
18 H 0.747582 -2.589950 2.432310
19 H -1.914236 -1.346439 -0.065226
20 H -0.214664 2.639144 -2.476474
21 H 1.486915 1.164874 -0.181835
22 H -1.515763 2.628918 -1.555991

Cartesian forces (eV/Å) of the 2 atoms listed first:
0.00 -1.17 -0.07
-2.49 1.65 4.10

Output
ΔE to the lowest compared entry with this formula, charge and spin: 51.4 kcal/mol
E: -308.7107 Eh
Total charge: +1
Frontier orbital gap: 11.32 eV
E_HOMO: -14.2 eV



(2)
A structure of composition C4H5CsLiO at a distorted geometry, computed with wB97M-V/def2-TZVPD.

Positions of all 12 atoms, in Å:
1 Cs -1.500767 3.318491 -0.234895
2 O -1.412653 0.353700 1.633815
3 C 2.571607 -2.431798 2.170848
4 C 1.468333 -2.142134 2.844858
5 C -0.825035 0.942583 2.596435
6 C 0.357098 -2.457923 3.514089
7 Li 1.010803 -1.881942 0.240981
8 H 3.296886 -1.661515 1.900347
9 H -0.444900 -2.977758 2.992325
10 H 2.815039 -3.458367 1.886705
11 H -1.225694 0.746157 3.626973
12 H 0.420632 -2.709152 4.578578

Cartesian forces (eV/Å) of the 2 atoms listed first:
0.25 -0.78 0.63
0.46 0.63 1.57

Output
ΔE to the lowest compared entry with this formula, charge and spin: 68.6 kcal/mol
E: -258.0515 Eh
Total charge: 0
Frontier orbital gap (spin up / spin down): 2.54 / 3.84 eV
⟨S²⟩: 0.75
E_HOMO (spin up / spin down): -3.5 / -4.8 eV
2S+1: 2



(3)
A cluster of 5 separate species, C2H14N2O4 in total at a distorted geometry, computed with wB97M-V/def2-TZVPD.

Positions of all 22 atoms, in Å:
1 O 1.052450 -0.741269 2.548001
2 O -2.110415 -0.191642 -1.705671
3 O -0.568547 -2.611303 0.560206
4 O -2.542883 0.886200 0.974327
5 N 1.778558 1.707849 0.385829
6 N 0.869583 0.602007 -1.515125
7 C 1.099558 1.653617 -0.804040
8 C 1.332534 -0.711187 -1.060216
9 H 2.215077 0.905799 0.777186
10 H 1.231200 -0.091345 1.874263
11 H -0.022543 -2.257924 1.268548
12 H -1.231037 0.192780 -1.904099
13 H 1.948474 2.582860 0.830838
14 H 1.722055 -0.715825 -0.010521
15 H -3.395091 0.735377 0.580997
16 H 2.106196 -1.188116 -1.706547
17 H 0.467002 -1.323721 -1.282790
18 H 0.756986 2.546261 -1.259333
19 H -1.166055 -1.924056 0.274811
20 H -2.354168 -0.672085 -2.504909
21 H 0.287419 -0.476094 3.065449
22 H -1.812147 0.855277 0.365386

Cartesian forces (eV/Å) of the 2 atoms listed first:
0.26 -0.90 0.34
0.47 0.09 -0.21

Output
ΔE to the lowest compared entry with this formula, charge and spin: 25.0 kcal/mol
E: -495.0421 Eh
Total charge: 0
Frontier orbital gap: 10.04 eV
E_HOMO: -9.6 eV



(4)
A structure of composition C33H35Cl45F4N2O4S at a distorted geometry, computed with wB97M-V/def2-TZVPD.

Positions of all 124 atoms, in Å:
1 Cl -2.181177 5.325463 2.566749
2 Cl 3.326254 -2.222272 -2.235236
3 Cl 3.286287 0.743523 -6.903012
4 Cl -0.240203 9.904789 3.437473
5 Cl 3.659771 0.963799 1.335038
6 Cl 2.979219 -1.647572 -5.278103
7 Cl -7.529583 -8.397596 -3.292927
8 Cl 6.987900 0.317713 3.910153
9 Cl 3.138783 4.523057 -1.791045
10 Cl 5.453432 2.466234 -0.415464
11 Cl -8.365812 -1.665515 -0.994413
12 Cl -3.143618 7.252164 -3.703040
13 Cl -5.143725 4.301213 1.846520
14 Cl 4.226681 0.873817 4.634542
15 Cl -1.008923 5.357767 -3.162906
16 Cl 6.403875 -0.402840 -8.053478
17 Cl -12.442672 -6.534631 0.862237
18 Cl 1.162368 7.328150 -3.658658
19 Cl -7.609557 5.443912 0.816714
20 Cl 3.719511 7.066442 -0.516925
21 Cl 0.289258 4.201438 3.619201
22 Cl -2.149360 4.089373 5.195533
23 Cl 4.829093 -5.890063 -0.005460
24 Cl 7.011681 -4.201039 0.933016
25 Cl -2.889595 8.737360 3.664227
26 Cl -9.343163 -4.383282 -0.678702
27 Cl 3.577757 -5.113261 -2.423201
28 Cl 8.787541 1.138283 -8.675057
29 Cl -10.541244 -7.553381 -1.083365
30 Cl -3.281664 5.499553 -1.383799
31 Cl 6.887410 2.130684 -6.713213
32 Cl -7.568597 4.204024 3.443522
33 Cl 4.828163 0.438489 -4.457289
34 Cl -12.949271 -9.063039 -0.477332
35 Cl 4.515663 3.644882 2.066347
36 Cl 3.470418 7.111652 -5.406378
37 Cl 6.141568 -6.465129 2.528382
38 Cl -8.496185 -7.553446 -5.900431
39 Cl -0.854975 8.117415 5.644692
40 Cl -5.777160 -6.929578 -5.087237
41 Cl 1.376744 9.049829 -5.989039
42 Cl 5.957913 -3.446379 -2.285012
43 Cl 6.335775 1.160976 6.613305
44 Cl 5.612859 5.941065 -2.411169
45 Cl -7.978683 -3.601657 -3.125330
46 S -4.484273 1.403847 1.303774
47 F -3.162595 -3.991346 0.190853
48 F -5.588103 -2.605794 0.659400
49 F -2.780506 -3.984831 2.453579
50 F -5.015415 -2.435901 2.887059
51 O 1.804787 0.062284 -1.203499
52 O 3.723499 -3.456174 3.360611
53 O 4.463309 -3.544607 5.447603
54 O 0.470423 1.168369 -2.568688
55 N -4.311539 -0.234329 1.352286
56 N -2.879667 1.901150 1.188346
57 C 4.293744 -3.557216 -2.866943
58 C -1.038069 -2.101709 1.083787
59 C -12.247339 -7.449198 -0.637794
60 C 3.822172 -2.290417 2.528893
61 C 3.291312 0.092564 -5.259326
62 C 5.783173 0.253559 5.204429
63 C -6.643250 5.139041 2.264335
64 C 2.340706 -3.596594 0.771735
65 C -8.077196 -3.364631 -1.373647
66 C -2.481876 -1.973512 1.242881
67 C -0.295631 -3.460518 0.987938
68 C -2.199595 0.708460 1.163886
69 C 3.626979 -3.136021 4.706575
70 C 2.457439 -2.252068 5.283935
71 C 3.905880 6.104177 -1.987167
72 C 1.734935 7.452877 -5.326022
73 C 7.082680 1.220929 -8.215427
74 C -1.221336 5.028509 4.021131
75 C -2.998453 -0.586288 1.255986
76 C -7.442932 -7.148641 -4.540195
77 C -1.493654 9.354659 4.552891
78 C -3.312341 -3.267922 1.375435
79 C 0.953512 1.120913 -1.481590
80 C 3.502975 -2.565879 1.020468
81 C 0.295685 1.703018 1.002511
82 C -0.719846 0.491551 1.056331
83 C -2.742016 5.655719 -3.057698
84 C 4.981797 2.147672 1.255984
85 C 6.358204 -5.843041 0.887440
86 C 0.569439 2.235911 -0.456956
87 C -0.172473 -0.845386 0.998233
88 C 1.112578 -3.463964 1.751373
89 C -4.834019 -3.115336 1.687924
90 H -7.786008 -6.213683 -4.109631
91 H 5.651058 -0.784845 5.496572
92 H 2.060557 -3.506099 -0.317281
93 H 7.071535 -6.478807 0.373774
94 H -0.902904 -4.352317 1.253433
95 H 6.542732 1.739688 -9.000356
96 H -0.019123 -3.588730 -0.100872
97 H -3.255339 4.907863 -3.652962
98 H -0.394135 2.680226 -0.818906
99 H 1.567536 -2.276110 4.608233
100 H 2.202427 -2.545887 6.326189
101 H 0.927093 -0.953564 0.907186
102 H -1.815656 10.201508 5.149508
103 H 2.844019 -1.195248 5.257664
104 H -7.127632 -3.654217 -0.936225
105 H 4.307103 -3.485071 -3.948427
106 H 5.838291 1.728840 1.774303
107 H 1.215008 6.710756 -5.923319
108 H 1.176280 -2.606965 2.467305
109 H -0.185351 2.533843 1.582661
110 H 3.283981 -1.620196 0.461756
111 H -6.386693 6.093966 2.710944
112 H 3.404455 6.615418 -2.793692
113 H 4.873962 -1.899470 2.620519
114 H 3.153295 -1.442369 2.858104
115 H -5.234101 -4.148111 1.889565
116 H 1.101212 -4.391039 2.387044
117 H 2.769910 -4.632399 0.866732
118 H 4.432027 -3.013718 0.571396
119 H 2.413847 0.270968 -0.460903
120 H 1.386699 2.993277 -0.390921
121 H -0.974100 5.986505 4.469387
122 H 2.495870 0.575222 -4.697785
123 H 1.232945 1.439636 1.563739
124 H -12.774627 -6.925092 -1.427801

Cartesian forces (eV/Å) of the 2 atoms listed first:
0.34 0.01 0.14
0.19 -0.19 0.03

Output
E: -23195.0747 Eh
Total charge: 0
Frontier orbital gap: 7.98 eV
E_HOMO: -8.9 eV